{"formula": "C12H22N3O", "method": "the ωB97M-V functional and the def2-TZVPD basis", "symbols": ["C", "C", "C", "C", "C", "N", "C", "N", "N", "C", "C", "C", "H", "H", "H", "H", "H", "H", "H", "H", "H", "H", "H", "H", "H", "H", "H", "H", "C", "C", "O", "C", "H", "H", "H", "H", "H", "H"], "positions_angstrom": [[1.637, -0.025, 1.537], [0.637, 0.679, 0.660], [-0.917, 0.945, 1.218], [-1.859, 0.988, -0.156], [-3.250, 1.876, 0.056], [-4.256, 1.638, -1.088], [-3.579, 0.937, -2.258], [-3.460, 1.593, -3.470], [-3.000, -0.474, -2.025], [-2.379, -0.528, -0.613], [-3.528, -1.140, 0.433], [-4.178, -2.487, 0.245], [1.302, -0.448, 2.598], [2.772, -0.148, 1.266], [0.936, 1.088, -0.419], [-0.894, 2.050, 1.671], [-1.267, 0.142, 1.995], [-1.147, 1.455, -0.992], [-3.799, 1.643, 1.068], [-2.980, 3.017, 0.029], [-5.058, 1.062, -0.712], [-2.755, 2.382, -3.547], [-4.001, 1.369, -4.335], [-2.141, -0.475, -2.653], [-1.434, -1.250, -0.643], [-3.933, -0.518, 1.368], [-4.245, -3.200, 1.175], [-4.645, -2.859, -0.779], [6.836, 0.056, 0.360], [5.642, -0.613, 0.988], [4.638, 0.028, 1.292], [5.726, -2.096, 1.230], [6.633, 1.126, 0.245], [7.712, -0.067, 1.002], [7.024, -0.372, -0.628], [6.553, -2.315, 1.911], [5.865, -2.620, 0.281], [4.793, -2.442, 1.688]], "forces_ev_per_angstrom": [[-2.96, 1.97, -2.27], [2.32, -2.37, 3.33], [1.20, 0.79, -1.74], [-0.83, -0.35, 0.97], [1.25, 0.36, 0.35], [1.76, -1.70, -1.33], [0.15, -2.70, 2.44], [0.43, -0.14, 0.08], [1.09, 6.36, -0.96], [-1.04, 0.01, 1.91], [-1.45, -2.99, -0.43], [1.39, 3.10, 0.27], [0.58, 1.09, -2.51], [-2.64, 0.29, 0.45], [-0.65, -0.87, 2.65], [-0.33, -2.51, -0.80], [0.72, 1.64, -1.55], [-1.82, -1.00, 1.52], [1.30, 0.40, -2.02], [-0.53, -2.23, 0.15], [1.20, 0.45, -0.88], [-1.75, -1.01, 0.45], [1.00, -0.22, 1.20], [-1.75, -0.43, 0.17], [-2.31, 1.37, -0.05], [2.07, -1.76, -1.60], [-0.92, 1.96, -1.71], [2.13, 0.47, 2.00], [-0.27, 0.48, 0.04], [-0.94, 0.64, 0.30], [1.40, -0.65, -0.40], [-0.50, 0.00, 0.20], [0.03, -0.25, 0.04], [0.02, -0.14, -0.19], [0.16, -0.09, 0.15], [0.06, -0.06, -0.22], [0.21, 0.00, 0.12], [0.21, 0.08, -0.09]], "total_energy_ha": -709.35444, "total_charge": 1, "e_lumo_ev": -5.70, "largest_force_ev_per_a": 6.527, "homo_energy_ev": -11.42}

=====

{"formula": "C40H67Cl4CrO10P3", "method": "the ωB97M-V functional and the def2-TZVPD basis", "symbols": ["Cr", "C", "C", "C", "O", "P", "O", "C", "P", "O", "O", "C", "C", "C", "O", "C", "C", "C", "O", "C", "C", "C", "H", "H", "H", "H", "H", "H", "H", "H", "H", "H", "H", "H", "H", "H", "H", "H", "H", "H", "H", "H", "H", "H", "H", "H", "H", "H", "H", "H", "H", "H", "C", "C", "C", "C", "C", "C", "P", "C", "C", "C", "C", "C", "C", "C", "C", "C", "C", "C", "C", "H", "H", "H", "H", "H", "H", "H", "H", "H", "H", "H", "H", "H", "H", "H", "H", "H", "H", "H", "H", "H", "H", "H", "H", "H", "H", "H", "H", "H", "H", "H", "H", "H", "Cl", "C", "C", "C", "C", "C", "C", "C", "O", "O", "H", "H", "H", "H", "Cl", "C", "Cl", "Cl", "C", "O", "O"], "positions_angstrom": [[-0.403, 0.682, -0.782], [1.230, -2.415, 4.366], [0.505, -1.130, 4.697], [1.337, -0.144, 5.491], [-0.028, -0.556, 3.451], [0.579, 0.447, 2.424], [-0.325, 0.449, 1.241], [2.249, -0.041, 1.998], [2.840, 0.837, 0.533], [1.713, 1.225, -0.352], [3.821, -0.102, -0.234], [5.202, -0.406, 0.172], [5.243, -1.786, 0.785], [6.050, -0.278, -1.068], [3.660, 2.015, 1.148], [4.317, 3.008, 0.260], [3.402, 4.198, 0.113], [5.645, 3.345, 0.887], [0.782, 1.836, 3.082], [-0.268, 2.893, 3.053], [-0.388, 3.427, 4.457], [0.169, 3.920, 2.043], [1.452, -2.957, 5.286], [2.179, -2.217, 3.860], [0.615, -3.054, 3.731], [-0.397, -1.363, 5.256], [2.315, 0.028, 5.034], [1.507, -0.552, 6.487], [0.831, 0.815, 5.598], [2.246, -1.109, 1.767], [2.919, 0.161, 2.836], [5.501, 0.337, 0.911], [4.984, -2.543, 0.042], [4.557, -1.877, 1.630], [6.251, -1.989, 1.149], [5.681, -0.954, -1.841], [7.084, -0.538, -0.837], [6.028, 0.739, -1.463], [4.468, 2.535, -0.714], [3.278, 4.702, 1.073], [2.424, 3.902, -0.264], [3.841, 4.904, -0.594], [5.492, 3.806, 1.864], [6.177, 4.053, 0.250], [6.271, 2.461, 1.011], [-1.203, 2.426, 2.741], [0.546, 3.902, 4.768], [-0.634, 2.634, 5.165], [-1.185, 4.171, 4.492], [1.179, 4.259, 2.281], [-0.508, 4.774, 2.079], [0.145, 3.516, 1.029], [-4.059, -2.706, -4.274], [-4.472, -1.346, -3.688], [-3.404, -0.789, -2.728], [-2.663, -1.954, -2.049], [-1.810, -2.680, -3.110], [-2.547, -2.758, -4.465], [-1.681, -1.389, -0.620], [-0.367, -2.606, -0.168], [0.856, -2.654, -1.101], [2.027, -3.315, -0.355], [1.568, -4.473, 0.551], [0.270, -5.070, 0.021], [-0.870, -4.043, 0.107], [-2.797, -1.379, 0.849], [-3.692, -2.650, 0.999], [-5.181, -2.316, 0.929], [-5.585, -1.320, 2.019], [-4.560, -0.172, 2.154], [-3.643, -0.096, 0.935], [-4.571, -2.875, -5.221], [-4.368, -3.519, -3.608], [-5.430, -1.437, -3.170], [-4.620, -0.628, -4.497], [-3.868, -0.119, -2.005], [-2.674, -0.184, -3.263], [-3.409, -2.633, -1.627], [-1.560, -3.685, -2.764], [-0.869, -2.140, -3.248], [-2.251, -3.670, -4.985], [-2.240, -1.923, -5.101], [-0.024, -2.174, 0.783], [1.155, -1.668, -1.459], [0.606, -3.232, -1.991], [2.545, -2.555, 0.239], [2.753, -3.674, -1.087], [1.400, -4.115, 1.575], [2.343, -5.236, 0.618], [-0.007, -5.964, 0.581], [0.416, -5.386, -1.015], [-1.314, -4.085, 1.102], [-1.655, -4.317, -0.600], [-2.095, -1.330, 1.684], [-3.481, -3.114, 1.967], [-3.462, -3.404, 0.253], [-5.763, -3.233, 1.032], [-5.418, -1.911, -0.061], [-5.677, -1.850, 2.969], [-6.573, -0.919, 1.794], [-3.937, -0.322, 3.044], [-5.071, 0.783, 2.291], [-2.989, 0.770, 1.001], [-4.252, 0.032, 0.036], [-0.190, 6.539, -4.859], [0.185, 4.899, -4.431], [0.270, 3.936, -5.422], [0.558, 2.625, -5.073], [0.739, 2.280, -3.744], [0.664, 3.260, -2.763], [0.393, 4.576, -3.100], [0.996, 0.851, -3.406], [1.837, 0.175, -3.923], [0.188, 0.349, -2.439], [0.110, 4.211, -6.455], [0.628, 1.862, -5.839], [0.836, 3.003, -1.724], [0.329, 5.346, -2.342], [-2.422, 4.975, -0.061], [-3.192, 3.772, -1.113], [-4.660, 3.139, -0.315], [-3.615, 4.520, -2.638], [-2.256, 2.550, -1.332], [-2.211, 2.011, -2.408], [-1.593, 2.156, -0.271]], "forces_ev_per_angstrom": [[0.31, 0.44, 1.15], [0.07, -0.05, -0.04], [0.03, 0.10, 0.00], [0.04, 0.03, -0.05], [-0.02, -0.22, 0.12], [-0.01, -0.05, -0.09], [-0.16, -0.22, -0.02], [0.06, 0.02, 0.02], [-0.14, -0.02, 0.02], [-0.22, 0.11, -0.18], [0.13, -0.14, -0.08], [-0.05, 0.03, 0.00], [-0.01, -0.11, -0.02], [0.03, -0.02, -0.10], [0.13, 0.22, -0.03], [-0.10, -0.02, -0.03], [0.00, 0.09, 0.01], [0.06, 0.03, 0.10], [-0.10, 0.33, 0.03], [0.00, -0.04, 0.00], [0.04, 0.03, 0.10], [0.09, 0.05, -0.03], [0.00, 0.02, -0.03], [-0.03, -0.03, 0.03], [0.02, 0.03, 0.04], [-0.12, 0.02, -0.03], [-0.05, 0.01, 0.01], [0.01, -0.02, -0.03], [0.00, -0.05, 0.01], [0.00, 0.02, 0.03], [0.03, -0.10, -0.02], [-0.04, 0.07, 0.06], [0.01, 0.03, 0.03], [0.05, 0.02, -0.02], [-0.02, -0.01, -0.01], [0.03, 0.02, 0.02], [-0.03, 0.01, -0.01], [0.00, -0.04, 0.02], [-0.04, -0.09, 0.00], [0.00, -0.01, -0.01], [0.01, -0.02, 0.00], [-0.01, 0.00, 0.02], [0.02, -0.01, -0.03], [-0.02, -0.01, 0.03], [-0.01, 0.03, -0.03], [0.01, -0.08, -0.05], [-0.04, -0.02, 0.00], [-0.02, 0.03, -0.03], [0.04, -0.01, 0.00], [-0.03, 0.03, 0.01], [0.04, -0.03, 0.00], [0.00, 0.00, 0.07], [0.03, 0.05, 0.01], [0.04, -0.03, 0.01], [-0.04, -0.13, 0.01], [0.07, 0.08, -0.19], [-0.05, 0.08, -0.06], [0.00, 0.02, 0.07], [-0.08, 0.13, 0.04], [0.00, -0.08, -0.07], [0.04, -0.05, 0.14], [-0.10, 0.04, 0.00], [-0.02, 0.04, -0.04], [0.00, 0.04, 0.01], [0.05, 0.03, -0.01], [-0.18, -0.03, -0.07], [0.00, 0.19, 0.16], [0.01, 0.03, 0.00], [0.05, 0.01, -0.02], [0.03, -0.08, -0.03], [-0.02, -0.08, 0.03], [-0.01, -0.02, 0.00], [0.00, 0.01, -0.01], [0.02, -0.01, -0.01], [-0.02, 0.00, 0.02], [0.00, 0.02, 0.02], [0.03, -0.01, -0.02], [-0.01, -0.11, -0.07], [0.00, 0.00, 0.02], [-0.04, -0.02, 0.01], [0.01, 0.01, -0.02], [-0.01, -0.02, 0.02], [0.01, -0.03, 0.05], [-0.03, 0.00, -0.02], [0.03, 0.02, 0.02], [0.01, -0.07, -0.05], [0.01, 0.01, -0.01], [0.00, 0.00, -0.03], [0.03, 0.01, 0.02], [-0.01, -0.01, -0.01], [0.00, 0.00, 0.01], [-0.05, 0.02, 0.03], [-0.01, -0.01, -0.01], [0.05, -0.07, 0.04], [0.00, 0.02, -0.02], [0.06, -0.08, -0.06], [-0.01, -0.01, -0.03], [0.01, -0.01, 0.02], [-0.01, 0.02, 0.00], [-0.01, 0.00, -0.01], [-0.02, 0.01, -0.03], [0.01, 0.00, 0.01], [0.03, 0.04, -0.02], [0.05, 0.04, 0.02], [0.02, -0.07, 0.02], [-0.01, 0.06, -0.03], [0.00, 0.00, -0.07], [0.01, 0.06, -0.15], [-0.08, 0.01, -0.06], [-0.05, 0.05, 0.05], [-0.02, -0.04, 0.09], [-0.30, -0.20, 0.96], [0.10, -0.18, -0.30], [0.23, 0.05, -0.91], [-0.01, 0.00, 0.01], [0.02, 0.03, 0.04], [-0.03, 0.01, -0.01], [0.01, -0.02, 0.00], [-0.04, -0.03, -0.06], [0.02, -0.04, 0.20], [0.12, 0.03, -0.04], [0.02, -0.04, -0.01], [0.11, -0.04, 0.39], [-0.10, 0.02, -0.17], [0.04, -0.05, -0.81]], "total_energy_ha": -6226.25165, "total_charge": 1, "multiplicity": 4, "e_lumo_ev": [-3.09, -1.84], "largest_force_ev_per_a": 1.270, "homo_energy_ev": [-10.86, -10.86]}

=====

{"formula": "C2H3NOS2", "method": "the ωB97M-V functional and the def2-TZVPD basis", "symbols": ["C", "C", "N", "O", "S", "S", "H", "H", "H"], "positions_angstrom": [[-1.660, -0.481, 0.527], [1.127, 0.703, -0.843], [-2.258, 0.560, 0.630], [-1.087, -1.475, 0.718], [1.898, 0.771, 0.959], [1.986, -0.733, -0.326], [1.892, 1.187, -1.436], [0.883, -1.449, -0.116], [-2.780, 0.918, -0.113]], "forces_ev_per_angstrom": [[0.01, -0.03, 1.15], [-0.32, 0.81, 0.43], [0.42, -0.30, 0.52], [0.36, -0.42, -0.52], [-0.57, 0.50, -0.08], [0.88, -1.45, -0.67], [0.28, 0.48, -0.26], [-0.25, -0.44, 0.58], [-0.80, 0.84, -1.14]], "total_energy_ha": -1004.25469, "e_lumo_ev": 0.08, "largest_force_ev_per_a": 1.821, "homo_energy_ev": -8.40}

=====

{"formula": "C6H11NO", "method": "the ωB97M-V functional and the def2-TZVPD basis", "symbols": ["C", "C", "C", "C", "C", "C", "O", "N", "H", "H", "H", "H", "H", "H", "H", "H", "H", "H", "H"], "positions_angstrom": [[1.311, 0.493, -1.197], [0.460, -0.767, 1.963], [-1.864, 0.501, -1.239], [-0.076, 0.184, 0.917], [0.445, -0.496, -0.730], [-1.015, -0.531, -0.593], [2.650, 0.280, -1.340], [-0.409, 1.397, 1.155], [2.815, -0.656, -1.522], [1.070, 1.546, -1.177], [-0.409, 1.601, 2.153], [0.909, -1.475, -0.608], [-1.444, -1.461, -0.237], [1.550, -0.823, 1.887], [0.213, -0.408, 2.965], [0.051, -1.771, 1.833], [-1.603, 0.624, -2.299], [-2.925, 0.260, -1.138], [-1.728, 1.502, -0.796]], "forces_ev_per_angstrom": [[-1.21, -1.22, 0.81], [0.14, -0.25, -0.43], [-0.21, 0.42, -0.05], [-3.16, 0.17, 0.55], [1.69, 0.45, -2.19], [1.64, 1.51, 2.34], [0.28, -0.22, -0.10], [-0.12, -0.73, -0.46], [-0.07, 0.25, 0.06], [-0.14, -0.03, -0.25], [0.75, 0.13, -0.21], [0.17, 0.06, 0.13], [0.17, 0.06, -0.19], [-0.08, -0.06, 0.01], [-0.06, 0.04, -0.14], [0.07, 0.01, 0.03], [-0.08, -0.20, 0.05], [0.11, -0.03, -0.13], [0.11, -0.36, 0.17]], "total_energy_ha": -365.05982, "e_lumo_ev": 0.70, "largest_force_ev_per_a": 3.230, "homo_energy_ev": -6.61}